{"formula": "C47H70BMgN5OP3", "method": "wB97M-V/def2-TZVPD", "species": ["Mg", "C", "C", "C", "C", "P", "C", "N", "B", "N", "C", "P", "C", "C", "C", "C", "C", "C", "C", "C", "C", "C", "C", "C", "C", "C", "C", "C", "C", "C", "H", "H", "H", "H", "H", "H", "H", "H", "H", "H", "H", "H", "H", "H", "H", "H", "H", "H", "H", "H", "H", "H", "H", "H", "H", "H", "H", "H", "H", "H", "H", "H", "H", "H", "H", "H", "H", "H", "H", "H", "H", "H", "H", "H", "N", "P", "C", "C", "C", "C", "C", "C", "C", "C", "C", "C", "C", "C", "C", "C", "C", "C", "C", "N", "H", "H", "H", "H", "H", "H", "H", "H", "H", "H", "H", "H", "H", "H", "H", "O", "C", "C", "C", "C", "C", "C", "N", "H", "H", "H", "H", "H", "H", "H", "H", "H", "H", "H"], "xyz": [[-0.123, 0.603, 0.281], [0.640, -5.787, -0.632], [-0.363, -4.643, -0.429], [-1.699, -5.040, -1.062], [-0.584, -4.462, 1.083], [0.115, -2.917, -1.019], [1.781, -2.725, -0.205], [1.689, -2.093, 1.099], [1.011, -0.869, 1.454], [1.206, -0.773, 2.885], [0.698, 0.225, 3.801], [-0.975, 0.864, 3.322], [-0.995, 2.447, 4.340], [-0.350, 2.347, 5.726], [-2.424, 2.975, 4.490], [-0.203, 3.470, 3.509], [-2.155, -0.404, 4.042], [-1.735, -1.772, 3.487], [-3.558, -0.105, 3.497], [-2.202, -0.492, 5.567], [1.929, -1.870, 3.341], [2.353, -2.213, 4.616], [3.077, -3.390, 4.777], [3.384, -4.192, 3.685], [2.973, -3.845, 2.402], [2.234, -2.683, 2.237], [0.529, -2.955, -2.855], [1.302, -1.677, -3.204], [-0.823, -2.874, -3.578], [1.307, -4.163, -3.372], [0.428, -6.574, 0.096], [1.679, -5.490, -0.485], [0.560, -6.234, -1.621], [-2.030, -5.991, -0.635], [-1.621, -5.181, -2.140], [-2.473, -4.295, -0.863], [-1.109, -5.339, 1.473], [-1.188, -3.580, 1.306], [0.357, -4.373, 1.627], [2.441, -2.157, -0.861], [2.247, -3.701, -0.082], [1.371, 1.087, 3.846], [0.658, -0.186, 4.811], [-0.842, 1.618, 6.366], [-0.423, 3.320, 6.220], [0.709, 2.096, 5.672], [-3.032, 2.348, 5.140], [-2.926, 3.064, 3.524], [-2.388, 3.972, 4.939], [0.816, 3.138, 3.297], [-0.131, 4.408, 4.067], [-0.699, 3.681, 2.561], [-1.615, -1.750, 2.401], [-2.516, -2.500, 3.727], [-0.800, -2.130, 3.919], [-3.565, -0.126, 2.404], [-3.947, 0.858, 3.824], [-4.251, -0.877, 3.843], [-1.214, -0.667, 5.997], [-2.833, -1.337, 5.856], [-2.625, 0.402, 6.023], [2.142, -1.582, 5.470], [3.415, -3.676, 5.764], [3.958, -5.098, 3.830], [3.235, -4.475, 1.562], [0.833, -0.784, -2.776], [1.314, -1.556, -4.294], [2.344, -1.710, -2.885], [-1.328, -1.942, -3.328], [-1.494, -3.691, -3.311], [-0.666, -2.919, -4.662], [2.252, -4.301, -2.843], [1.537, -4.020, -4.433], [0.729, -5.081, -3.286], [0.827, 3.618, -0.723], [1.642, 2.161, -1.096], [1.999, 2.355, -2.866], [1.181, 3.116, -3.695], [1.422, 3.170, -5.061], [2.473, 2.450, -5.610], [3.289, 1.682, -4.789], [3.057, 1.637, -3.423], [3.273, 2.368, -0.335], [4.087, 3.474, -0.594], [5.318, 3.592, 0.024], [5.756, 2.598, 0.895], [4.964, 1.490, 1.144], [3.720, 1.375, 0.532], [-0.467, 3.696, -0.252], [-1.120, 4.940, -0.246], [-2.424, 5.010, 0.176], [-3.075, 3.845, 0.588], [-2.352, 2.678, 0.586], [-1.069, 2.590, 0.191], [1.233, 4.505, -0.985], [0.350, 3.670, -3.274], [0.790, 3.777, -5.696], [2.663, 2.493, -6.674], [4.116, 1.126, -5.212], [3.709, 1.048, -2.788], [3.767, 4.237, -1.295], [5.945, 4.451, -0.176], [6.722, 2.690, 1.373], [5.305, 0.713, 1.816], [3.097, 0.512, 0.737], [-0.591, 5.822, -0.581], [-2.940, 5.961, 0.184], [-4.104, 3.851, 0.916], [-2.801, 1.755, 0.933], [-0.953, 1.105, -2.108], [-1.610, 1.295, -3.139], [-2.837, 2.173, -3.162], [-4.126, 1.328, -3.220], [-3.987, 0.043, -4.036], [-3.448, 0.230, -5.454], [-2.041, 0.864, -5.534], [-1.260, 0.747, -4.310], [-2.786, 2.832, -4.031], [-2.819, 2.799, -2.270], [-4.929, 1.948, -3.626], [-4.421, 1.062, -2.203], [-4.960, -0.447, -4.094], [-3.338, -0.652, -3.498], [-4.135, 0.856, -6.028], [-3.436, -0.744, -5.946], [-2.113, 1.918, -5.805], [-1.458, 0.390, -6.321], [-0.457, 0.136, -4.284]], "forces_ev_per_a": [[-0.3, 0.5, -0.7], [0.0, 0.0, 0.0], [0.0, 0.0, 0.0], [0.0, 0.0, 0.0], [0.0, 0.0, 0.0], [0.0, 0.1, 0.0], [0.1, -0.1, 0.0], [-0.1, 0.0, 0.0], [0.1, -0.3, 0.2], [-0.1, -0.1, 0.0], [0.0, 0.0, 0.0], [0.0, 0.0, -0.1], [0.0, 0.0, 0.0], [0.0, 0.0, 0.0], [0.0, 0.0, 0.0], [0.0, 0.0, 0.0], [0.0, 0.0, 0.0], [0.0, 0.0, 0.0], [0.0, 0.0, 0.0], [0.0, 0.0, 0.0], [0.1, 0.0, 0.0], [0.0, 0.0, 0.0], [0.0, 0.0, 0.0], [0.0, 0.0, 0.0], [0.0, 0.0, 0.0], [0.1, 0.0, 0.0], [-0.1, -0.1, 0.0], [0.0, 0.0, -0.1], [0.0, -0.1, -0.1], [0.0, 0.0, 0.0], [0.0, 0.0, 0.0], [0.0, 0.0, 0.0], [0.0, 0.0, 0.0], [0.0, 0.0, 0.0], [0.0, -0.1, 0.1], [0.0, 0.0, 0.0], [0.0, 0.0, 0.0], [0.0, 0.0, 0.0], [0.0, 0.0, 0.0], [0.0, 0.1, 0.0], [0.0, 0.0, -0.1], [0.0, 0.0, 0.0], [0.0, 0.0, 0.0], [0.0, 0.0, 0.0], [0.0, 0.0, 0.0], [0.0, 0.0, 0.0], [0.0, 0.0, 0.0], [0.0, 0.0, 0.0], [0.0, 0.0, 0.0], [0.0, 0.0, 0.0], [0.0, 0.0, 0.0], [0.0, 0.0, 0.0], [0.0, 0.0, 0.0], [0.0, 0.0, 0.0], [0.0, 0.0, 0.0], [0.0, 0.0, 0.0], [0.0, 0.0, 0.0], [0.0, 0.0, 0.0], [0.0, 0.0, 0.0], [0.0, 0.0, 0.0], [0.0, 0.0, 0.0], [0.0, 0.0, 0.0], [0.0, 0.0, 0.0], [0.0, 0.0, 0.0], [0.0, 0.0, 0.0], [0.0, 0.0, 0.1], [0.0, 0.0, 0.0], [0.0, 0.0, 0.0], [-0.1, 0.1, 0.0], [0.1, 0.1, -0.1], [0.0, 0.1, 0.0], [0.0, 0.0, 0.0], [0.0, 0.0, 0.0], [0.0, 0.0, 0.0], [0.0, 0.0, 0.0], [0.1, -0.1, 0.2], [-0.1, 0.0, 0.0], [0.0, 0.0, 0.0], [0.0, 0.0, 0.0], [0.0, 0.0, 0.0], [0.0, 0.0, 0.0], [0.0, 0.0, 0.0], [0.0, 0.1, 0.0], [0.0, 0.0, 0.0], [0.0, 0.0, 0.0], [0.0, 0.0, 0.0], [0.0, 0.0, 0.0], [0.0, 0.0, 0.0], [0.0, 0.1, 0.0], [0.0, 0.0, 0.0], [0.0, 0.0, 0.0], [0.0, 0.0, 0.0], [0.0, 0.0, 0.0], [0.1, 0.0, 0.1], [0.0, 0.0, 0.0], [0.0, 0.0, 0.0], [0.0, 0.0, 0.0], [0.0, 0.0, 0.0], [0.0, 0.0, 0.0], [0.0, 0.0, 0.0], [0.0, 0.0, 0.0], [0.0, 0.0, 0.0], [0.0, 0.0, 0.0], [0.0, 0.0, 0.0], [0.0, 0.0, 0.0], [0.0, 0.0, 0.0], [0.0, 0.0, 0.0], [0.0, 0.0, 0.0], [0.0, 0.0, 0.0], [0.0, -0.5, 0.2], [0.1, 0.2, 0.0], [0.0, 0.0, 0.0], [0.0, 0.0, 0.0], [0.0, 0.0, 0.0], [0.0, 0.0, 0.0], [0.0, 0.0, 0.0], [0.0, -0.1, 0.1], [0.0, 0.0, 0.0], [0.0, 0.0, 0.0], [0.0, 0.0, 0.0], [0.0, 0.0, 0.0], [0.0, 0.0, 0.0], [0.0, 0.0, 0.0], [0.0, 0.0, 0.0], [0.0, 0.0, 0.0], [0.0, 0.0, 0.0], [0.0, 0.0, 0.0], [0.0, 0.0, 0.0]], "lumo_ev": -1.97, "homo_energy_ev": -9.414, "homo_lumo_gap_ev": 7.44, "total_energy_ev": -93361.592, "total_charge": 1, "multiplicity": 1, "de_lowest_ev": 0.562}